No. 1
Formula: C37H25Cl2N7O4V
Source: the Open Molecules 2025 dataset
Level of theory: wB97M-V/def2-TZVPD

Calculated values
HOMO-LUMO gap (spin up / spin down) in hartree: 0.159 / 0.164
2S+1: 2
HOMO energy (spin up / spin down) in Ha: 0.003 / -0.002
Energy above the lowest of the compared OMol25 structures with the same formula, charge and spin in kJ/mol: 162.9
LUMO level (spin up / spin down) in eV: 4.40 / 4.40
Net charge: -2
Energy in Ha: -3973.77779
<S²>: 0.78

XYZ file:
```
76
Properties=species:S:1:pos:R:3:forces:R:3:lowdin_charge:R:1
V -0.139913 -0.778186 0.394302 2.26 0.73 -1.17 0.867
O -0.848090 1.523199 3.580869 -0.18 0.16 -0.07 0.019
C -1.122694 1.275026 2.404000 0.27 -0.67 0.39 -0.429
N -1.139993 0.050070 1.829622 -0.98 1.02 0.69 0.003
C -1.133728 -1.121109 2.575823 -0.57 -0.66 0.88 -0.221
C -0.952795 -1.232722 3.963799 0.12 -0.05 0.06 -0.017
C -1.015361 -2.463984 4.591020 -0.05 0.05 0.02 -0.114
C -1.269974 -3.616727 3.861546 0.00 -0.07 -0.06 -0.113
C -1.471391 -3.534925 2.496798 0.11 -0.05 0.01 -0.026
C -1.409011 -2.307742 1.833915 -0.36 -0.13 0.90 -0.229
N -1.489893 -2.165971 0.453672 -1.38 -1.34 -0.77 -0.005
C -2.293005 -2.953451 -0.282456 -0.10 0.44 0.80 -0.448
O -3.217041 -3.647339 0.166015 0.00 -0.20 -0.21 0.002
C -2.079400 -2.998177 -1.778061 0.24 -0.05 -0.22 -0.209
C -3.169473 -3.266199 -2.605142 -0.17 0.02 0.01 -0.037
C -2.961155 -3.462197 -3.956221 0.08 0.02 0.04 -0.087
C -1.667668 -3.373245 -4.453781 -0.04 0.04 0.01 -0.083
C -0.651845 -3.066408 -3.563302 0.08 -0.05 -0.12 -0.140
N -0.842050 -2.902002 -2.260086 -0.09 -0.02 0.18 0.129
C -1.560427 2.424617 1.543844 -0.23 0.44 -0.45 -0.199
C -1.423608 3.715456 2.055806 0.14 -0.12 0.14 -0.011
C -1.882881 4.788458 1.321282 -0.09 0.03 -0.14 -0.077
C -2.485480 4.544232 0.095291 0.11 -0.06 0.04 -0.079
C -2.577173 3.226999 -0.330929 -0.11 0.06 -0.13 -0.161
N -2.134232 2.187584 0.362808 0.08 -0.04 0.31 0.129
H -0.770262 -0.339516 4.535146 0.06 0.01 -0.04 0.088
H -0.870751 -2.520448 5.664486 0.02 0.01 0.00 0.085
H -1.301699 -4.581311 4.355966 -0.02 -0.01 -0.02 0.086
H -1.679493 -4.423752 1.919358 -0.01 0.03 -0.02 0.107
H -4.159355 -3.313939 -2.173276 0.05 -0.07 0.08 0.111
H -3.788952 -3.686948 -4.618622 -0.03 0.02 0.02 0.094
H -1.454575 -3.541328 -5.501683 0.03 0.07 -0.01 0.089
H 0.374189 -2.958111 -3.905879 -0.02 -0.02 -0.01 0.107
H -0.951438 3.838850 3.019777 0.01 -0.02 -0.01 0.111
H -1.775970 5.802173 1.687603 0.04 -0.01 0.03 0.098
H -2.860885 5.350234 -0.521830 -0.01 -0.01 -0.02 0.090
H -3.049648 2.987803 -1.278895 0.04 0.00 -0.05 0.076
O 4.508594 6.030784 0.338963 -0.03 0.10 0.00 0.051
C 3.230252 5.660511 -0.032593 -0.02 0.03 -0.04 -0.513
O 2.560019 6.499266 -0.596795 0.03 0.03 0.00 0.044
C 2.823013 4.302230 0.275057 0.08 -0.07 0.00 -0.189
C 1.629132 3.797947 -0.295723 0.03 -0.01 0.10 -0.025
C 1.203933 2.520679 -0.071139 0.06 0.18 -0.12 -0.033
C 1.914313 1.636372 0.792940 0.07 -0.92 -0.21 -0.279
C 3.139759 2.133411 1.327720 0.28 0.17 0.27 -0.030
C 3.570109 3.408641 1.069579 -0.22 0.06 -0.07 -0.063
N 1.495270 0.380517 0.989690 -0.46 1.45 -0.36 -0.056
C 2.083246 -0.443883 1.902098 0.94 -1.65 0.77 -0.157
C 1.939598 -1.811343 1.724154 0.80 1.90 0.01 -0.300
C 2.524894 -2.782978 2.587033 0.00 -1.15 0.17 -0.059
C 2.406997 -4.106830 2.285236 0.23 0.86 0.44 -0.125
C 1.727824 -4.487221 1.097985 -0.32 -0.16 -0.74 -0.126
C 1.185825 -3.512107 0.296327 0.22 -0.45 0.42 -0.158
N 1.243576 -2.201268 0.587199 0.04 -0.61 0.21 -0.033
H 4.956223 5.257311 0.693961 0.00 -0.07 0.02 0.059
H 1.057567 4.458111 -0.936356 0.00 -0.01 -0.03 0.112
H 0.321776 2.142968 -0.560044 -0.16 0.00 -0.01 0.080
H 3.767148 1.479493 1.919086 -0.05 0.03 -0.02 0.083
H 4.514342 3.710105 1.518860 0.01 -0.02 0.03 0.094
H 2.702205 -0.079002 2.718412 -0.20 0.03 0.03 0.097
H 3.061139 -2.445462 3.465366 -0.06 0.02 0.04 0.098
H 2.838688 -4.854319 2.941402 0.00 -0.03 -0.01 0.083
H 1.618693 -5.528578 0.823337 0.04 0.02 -0.05 0.071
H 0.676656 -3.760038 -0.622792 -0.18 0.01 -0.04 0.086
Cl -2.848192 0.263621 -2.330977 -0.25 0.18 -0.16 0.731
C -1.338036 0.607608 -3.105091 0.47 -0.26 0.61 -0.588
C -1.289932 1.210655 -4.342316 -0.08 0.04 -0.16 -0.140
C -0.068798 1.412201 -4.967050 0.03 0.04 -0.07 -0.126
C 1.101197 0.968244 -4.363154 0.00 0.04 -0.14 -0.138
C 1.055760 0.381949 -3.118535 -0.77 -0.19 0.73 -0.603
Cl 2.484273 -0.222232 -2.358437 0.19 0.07 -0.09 0.707
C -0.169557 0.230582 -2.386328 0.24 0.29 -0.97 -0.421
N -0.215636 -0.234823 -1.138444 -0.28 0.62 -1.73 -0.107
H -2.210824 1.521906 -4.818618 -0.02 -0.03 0.02 0.092
H -0.024949 1.917886 -5.922811 -0.01 -0.05 -0.04 0.086
H 2.051021 1.078122 -4.869789 0.04 0.01 0.08 0.093
```
Positions in Å, forces in eV/Å.

***

No. 2
Formula: C37H26BrCl3CrF5N3O3S4SeSi
Source: the Open Molecules 2025 dataset
Level of theory: wB97M-V/def2-TZVPD

Calculated values
HOMO-LUMO gap in hartree: 0.207
2S+1: 5
HOMO energy in Ha: -0.075
Energy above the lowest of the compared OMol25 structures with the same formula, charge and spin in kJ/mol: 11.1
LUMO level in eV: 3.59
Net charge: -2
Energy in Ha: -11597.91931
<S²>: 6.02

XYZ file:
```
85
Properties=species:S:1:pos:R:3:forces:R:3:lowdin_charge:R:1
Cr -0.215473 -0.976042 0.217125 0.39 0.17 -0.16 0.449
C 5.905762 -4.757383 -3.665045 0.02 0.01 -0.01 -0.062
C 4.665413 -4.759928 -2.810676 -0.01 0.01 0.00 -0.278
C 4.322759 -3.650013 -2.045769 0.05 -0.02 -0.01 -0.022
C 3.170810 -3.646459 -1.274548 -0.03 0.00 -0.02 -0.040
C 2.347187 -4.760225 -1.261258 0.03 0.02 -0.05 -0.265
C 2.664316 -5.872392 -2.027402 0.04 -0.03 0.06 -0.061
C 3.822033 -5.868755 -2.791238 -0.01 -0.02 0.01 -0.054
S 0.857290 -4.725373 -0.278733 0.09 -0.05 0.02 0.568
O 0.075972 -5.854389 -0.738057 -0.01 0.01 0.02 -0.327
O 1.271222 -4.723871 1.111056 -0.02 -0.08 -0.02 -0.337
N 0.220209 -3.312940 -0.555050 -0.16 0.17 -0.04 -0.122
C -0.123556 -2.870633 -1.796163 0.02 -0.06 0.11 -0.412
C -0.183356 -3.583772 -3.007651 0.02 -0.03 0.00 -0.006
C -0.519024 -2.901344 -4.155554 -0.01 0.03 -0.02 -0.075
C -0.812811 -1.537215 -4.119215 0.00 -0.02 0.02 -0.079
C -0.767789 -0.907128 -2.893776 0.01 -0.08 -0.05 -0.117
N -0.426677 -1.555042 -1.781115 -0.06 0.23 -0.08 -0.030
H 6.484154 -3.846611 -3.510410 0.00 0.00 0.01 0.071
H 5.652974 -4.815027 -4.726469 -0.01 -0.01 0.00 0.075
H 6.547085 -5.611358 -3.435227 0.00 0.00 0.00 0.072
H 4.947890 -2.763562 -2.064675 0.00 -0.02 0.01 0.113
H 2.890951 -2.765321 -0.713397 -0.02 0.04 0.06 0.088
H 1.996968 -6.724250 -2.016259 0.00 0.00 -0.01 0.106
H 4.070498 -6.738829 -3.391041 0.00 0.01 0.00 0.105
H 0.006697 -4.647131 -3.013153 0.01 0.00 0.00 0.099
H -0.567084 -3.439176 -5.095897 0.00 0.00 0.00 0.099
H -1.085122 -0.983496 -5.005868 0.00 -0.02 -0.01 0.094
H -1.006473 0.144903 -2.779492 0.01 -0.02 0.00 0.129
C 1.357806 -3.334665 4.712862 0.02 -0.01 0.04 -0.035
C 0.822656 -2.039964 4.174431 -0.01 0.04 -0.05 -0.237
C 0.716973 -0.878497 4.936984 0.03 -0.06 0.06 -0.018
C 0.231776 0.287201 4.379096 -0.06 0.01 -0.10 -0.086
C -0.131042 0.269165 3.036911 0.03 0.09 0.22 -0.703
Br -0.821186 1.799796 2.199009 -0.02 -0.03 -0.10 0.839
N -0.013806 -0.817266 2.296890 0.08 -0.14 0.02 -0.075
C 0.433813 -1.952747 2.853118 -0.03 0.03 0.04 -0.112
H 0.795295 -3.662682 5.589285 0.00 0.01 0.00 0.078
H 2.404800 -3.224872 5.006153 -0.01 0.00 0.01 0.077
H 1.299710 -4.114680 3.953710 0.00 0.01 0.00 0.078
H 1.014144 -0.890025 5.980513 0.00 0.00 0.00 0.115
H 0.129816 1.199912 4.946931 0.01 -0.01 0.02 0.100
H 0.484612 -2.818384 2.197535 -0.01 0.01 0.01 0.087
F -5.733831 7.642239 -3.103636 -0.11 0.09 -0.05 0.081
C -4.778374 6.832786 -2.611379 0.06 -0.05 0.04 -0.167
C -3.965479 7.248861 -1.575991 0.02 -0.10 -0.03 -0.164
F -4.138330 8.479832 -1.059254 -0.01 0.10 0.04 0.082
C -2.986413 6.407568 -1.081070 -0.03 0.03 0.02 -0.279
F -2.243254 6.898843 -0.077323 0.06 0.01 0.06 0.047
C -2.755670 5.120675 -1.571139 0.07 -0.05 0.04 -0.609
Se -1.404062 3.980102 -0.896341 -0.04 0.07 -0.02 0.491
C -3.603413 4.745893 -2.616483 -0.03 0.02 -0.03 -0.279
F -3.488146 3.540799 -3.186554 0.03 -0.10 -0.03 0.055
C -4.588531 5.567636 -3.131385 0.07 0.03 0.09 -0.163
F -5.369482 5.151211 -4.143016 -0.08 -0.04 -0.09 0.087
Cl -3.740725 -2.326817 -0.992238 0.00 -0.03 0.00 0.113
Si -2.611117 -1.578686 0.639912 -0.29 -0.20 0.10 -0.535
Cl -2.649174 -3.244967 1.995585 -0.05 0.05 -0.05 0.104
Cl -4.041152 -0.325738 1.578714 0.05 0.01 -0.01 0.084
O 1.704237 -0.590237 -0.053059 0.06 -0.25 -0.03 -0.277
C 2.873469 0.091418 0.048285 0.01 0.16 0.08 -0.609
C 3.495071 0.205630 -1.357038 -0.05 -0.10 0.01 -0.468
C 3.117291 -0.540797 -2.430577 -0.05 0.08 -0.06 -0.124
C 3.887991 -0.274413 -3.597109 -0.03 0.03 0.00 -0.186
C 4.835664 0.679561 -3.387873 0.01 -0.02 -0.02 -0.432
S 4.787972 1.262863 -1.777751 0.02 0.02 0.05 1.002
C 3.853292 -0.682969 0.953520 -0.02 0.00 0.00 -0.439
C 3.549523 -1.811153 1.649362 0.02 -0.09 -0.06 -0.118
C 4.639298 -2.323065 2.410588 -0.02 0.02 -0.02 -0.178
C 5.759817 -1.563964 2.283058 0.02 -0.03 0.00 -0.435
S 5.500214 -0.240599 1.224228 0.00 0.05 0.02 1.011
C 2.655391 1.484389 0.636534 0.01 -0.02 0.00 -0.478
C 2.917980 1.954289 1.890991 0.02 0.01 0.00 -0.148
C 2.453544 3.286774 2.085411 0.01 -0.01 -0.06 -0.216
C 1.840652 3.787568 0.975777 0.03 0.07 0.11 -0.450
S 1.821577 2.656489 -0.299400 -0.06 0.03 -0.06 0.978
H 2.297036 -1.241101 -2.374004 0.00 0.03 -0.01 0.103
H 3.724449 -0.760543 -4.549467 0.01 0.00 0.01 0.097
H 5.534490 1.094379 -4.097362 0.00 -0.01 0.01 0.051
H 2.587372 -2.289969 1.565241 -0.04 0.00 0.01 0.089
H 4.584508 -3.225667 3.004145 0.00 0.01 0.00 0.096
H 6.727128 -1.718225 2.735645 -0.01 0.00 -0.01 0.049
H 3.420800 1.365755 2.647120 -0.01 0.01 -0.01 0.102
H 2.553880 3.835159 3.012522 -0.01 0.00 -0.01 0.091
H 1.355513 4.742265 0.846041 -0.02 -0.03 -0.02 0.052
```
Positions in Å, forces in eV/Å.